Entry 1:
A gas-phase ion, C4H9N2S (charge +1). Source: OMol25; level of theory: ωB97M-V/def2-TZVPD.

Geometry as XYZ:
```
16
Properties=species:S:1:pos:R:3:forces:R:3:nbo_charge:R:1
C -0.98875 -1.98180 1.96571 1.788 0.898 -0.757 -0.09
C -0.41690 1.47841 0.10836 0.696 -0.636 -1.286 -0.09
C -0.04379 1.61570 -2.30983 -2.035 -0.817 -0.775 -0.44
C 1.23385 -1.15632 0.58118 -0.788 -1.594 -3.012 -0.46
N 0.04400 1.10655 -0.98391 0.112 -0.513 1.374 -0.31
N 0.10182 -0.93058 1.38943 -3.292 -1.360 1.957 -0.47
S -0.48323 0.58982 1.60724 0.278 -1.097 0.752 0.76
H -1.93944 -1.51650 1.85664 -0.538 -0.047 0.027 0.18
H -0.84495 -2.99253 2.41232 0.732 1.216 -0.626 0.24
H -0.94198 2.35149 0.38271 -0.665 1.609 -0.086 0.22
H -1.03278 1.13769 -2.76236 2.059 1.253 0.661 0.25
H 0.80990 1.21319 -2.81212 0.285 -0.166 -0.715 0.23
H -0.01253 2.70262 -2.37952 -0.418 0.055 0.081 0.23
H 1.04640 -0.66777 -0.43733 0.347 -0.274 1.131 0.27
H 1.41203 -2.22906 0.33600 -0.267 0.718 0.687 0.25
H 2.05636 -0.72092 1.04548 1.704 0.756 0.586 0.24
```
Positions in Å, forces in eV/Å.

## Properties
HOMO level (alpha / beta) (eV): -12.93 / -14.11
Total charge: +1
Maximum force (eV Å⁻¹): 4.064
Frontier orbital gap (alpha / beta) (hartree): 0.350 / 0.244
Spin multiplicity: 3
Energy above the lowest of the compared OMol25 structures with the same formula, charge and spin (kcal per mole): 51.8
DFT total energy (hartree): -665.0438
Molar mass (g mol⁻¹): 117.197
LUMO energy (alpha / beta) (hartree): -0.125 / -0.275


Entry 2:
2 unconnected molecules or ions with the total composition C7H4Br2FO2. Source: OMol25; level of theory: ωB97M-V/def2-TZVPD.

Geometry as XYZ:
```
16
Properties=species:S:1:pos:R:3:forces:R:3:nbo_charge:R:1
C 0.28442 -1.47318 -0.27949 -0.065 1.951 -0.128 -0.21
C 0.29071 -0.02842 -0.11530 0.308 -3.058 1.038 -0.18
C -0.78710 -2.16599 -0.76464 -1.985 2.354 -0.142 -0.23
C -0.79434 0.62391 -0.54349 -1.230 -0.068 -1.130 -0.24
C 1.29849 3.98812 0.86032 -0.189 -0.784 -0.604 0.98
C -2.06145 -1.38336 -1.10226 2.873 -0.066 0.138 -0.19
C -1.94296 0.02034 -1.10112 0.254 -1.066 0.601 0.36
O 0.52524 3.86521 -0.00756 -1.294 0.204 -1.220 -0.63
O 2.32831 4.31170 1.28167 1.912 1.069 0.968 -0.60
F -2.91331 0.92767 -1.46590 0.508 -1.605 0.156 -0.32
Br -3.62791 -2.28611 -1.61010 -0.012 0.049 -0.065 0.07
Br 0.39126 2.62618 2.56454 -0.411 -0.578 0.788 -0.74
H 1.18172 -2.00851 -0.05238 0.345 -0.338 0.305 0.20
H 1.00104 0.41236 0.58515 0.126 0.321 -0.768 0.26
H -0.59409 -3.22817 -0.78587 -1.110 -0.232 -0.408 0.22
H -0.82952 1.66276 -0.53895 -0.032 1.848 0.470 0.26
```
Positions in Å, forces in eV/Å.

## Properties
HOMO level (eV): -4.70
Total charge: -1
Maximum force (eV Å⁻¹): 3.244
Frontier orbital gap (hartree): 0.265
Energy above the lowest of the compared OMol25 structures with the same formula, charge and spin (kcal per mole): 0.0
DFT total energy (hartree): -5667.6089
Molar mass (g mol⁻¹): 298.913
LUMO energy (hartree): 0.092


Entry 3:
2 unconnected molecules or ions with the total composition C3H12N2S. Source: OMol25; level of theory: ωB97M-V/def2-TZVPD.

Geometry as XYZ:
```
18
Properties=species:S:1:pos:R:3:forces:R:3:nbo_charge:R:1
N 0.89872 1.03008 -0.95213 -0.222 -0.112 0.079 -0.85
C 1.76673 -0.13545 -1.08257 -0.114 0.010 -0.049 -0.22
C 1.64986 -1.00534 0.15923 -0.053 0.013 -0.145 -0.22
N 2.58941 -2.12234 0.09007 0.007 0.054 0.077 -0.83
H 0.74641 1.50434 -1.82972 0.127 0.045 -0.028 0.37
H 1.25330 1.69512 -0.27851 0.065 0.044 -0.056 0.35
H 2.81818 0.11666 -1.25519 0.133 0.037 0.024 0.16
H 1.43947 -0.70772 -1.94988 0.005 -0.069 -0.019 0.19
H 1.78963 -0.36371 1.03861 -0.002 0.001 0.105 0.15
H 0.63003 -1.39502 0.20659 0.076 -0.003 0.056 0.20
H 3.53575 -1.79285 0.23952 0.025 0.006 -0.071 0.35
H 2.40673 -2.78898 0.82851 -0.059 -0.034 -0.010 0.36
C -1.82281 1.68758 0.97918 -0.094 0.184 0.071 -0.73
S -2.59314 0.19055 0.33973 -0.043 -0.186 -0.083 -0.06
H -1.82903 2.48605 0.24409 -0.021 0.032 -0.080 0.21
H -2.43420 1.99673 1.82621 0.072 0.008 0.021 0.22
H -0.80445 1.51217 1.30561 0.042 -0.096 0.073 0.22
H -1.69710 -0.05844 -0.62554 0.057 0.067 0.034 0.13
```
Positions in Å, forces in eV/Å.

## Properties
HOMO level (eV): -8.74
Maximum force (eV Å⁻¹): 0.261
Frontier orbital gap (hartree): 0.356
Energy above the lowest of the compared OMol25 structures with the same formula, charge and spin (kcal per mole): 2.0
DFT total energy (hartree): -629.1763
Structure (SMILES): NCCN.CS
Molar mass (g mol⁻¹): 108.210
LUMO energy (hartree): 0.035


Entry 4:
C4H5NO in the gas phase. Source: OMol25; level of theory: ωB97M-V/def2-TZVPD.

Geometry as XYZ:
```
11
Properties=species:S:1:pos:R:3:forces:R:3:nbo_charge:R:1
N 3.09449 0.03859 0.66786 -1.025 -0.210 -0.488 -0.31
C 2.06532 -0.22159 0.20884 0.880 0.222 0.423 0.28
C 0.74698 -0.57721 -0.32398 -0.015 -0.042 -0.065 -0.54
C -0.39186 0.05875 0.46675 0.190 0.049 0.075 0.06
C -1.52070 0.70869 -0.20200 -0.054 0.268 -0.136 -0.10
O -1.63102 -0.60633 0.32230 -0.125 -0.192 0.056 -0.48
H 0.63717 -1.66543 -0.26011 0.042 0.122 0.013 0.27
H 0.70024 -0.30879 -1.38586 -0.003 -0.033 0.204 0.25
H -0.14338 0.35408 1.48770 -0.060 -0.076 -0.182 0.20
H -2.10469 1.46735 0.31748 0.130 -0.111 -0.057 0.19
H -1.53023 0.77164 -1.29014 0.041 0.003 0.157 0.18
```
Positions in Å, forces in eV/Å.

## Properties
HOMO level (eV): -10.97
Maximum force (eV Å⁻¹): 1.155
Frontier orbital gap (hartree): 0.434
Energy above the lowest of the compared OMol25 structures with the same formula, charge and spin (kcal per mole): 37.6
DFT total energy (hartree): -285.3547
Structure (SMILES): N#CC[C@H]1CO1
Molar mass (g mol⁻¹): 83.090
LUMO energy (hartree): 0.030